No. 1
Entry from OMol25: C23H29N3O3 in the gas phase (ωB97M-V with the def2-TZVPD basis set).

Each line ends with the Löwdin charge.
Cartesian coordinates (Å):
1 C -1.347 -2.612 -3.146  -0.05
2 C -0.027 -2.030 -2.664  -0.19
3 H 0.015 -0.954 -2.860  0.12
4 H 0.823 -2.527 -3.140  0.12
5 O 0.140 -2.246 -1.259  0.01
6 C -0.144 -1.240 -0.440  -0.46
7 O -0.484 -0.141 -0.802  0.11
8 C 0.043 -1.649 1.023  -0.34
9 C -0.489 -0.526 1.927  -0.08
10 H -0.294 0.431 1.443  0.12
11 H 0.024 -0.542 2.889  0.13
12 C -2.003 -0.683 2.152  -0.12
13 N -2.613 -1.331 1.015  -0.04
14 C -3.156 -0.718 -0.057  -0.41
15 O -3.500 -1.344 -1.052  0.05
16 C -3.353 0.761 -0.034  -0.16
17 N -3.718 1.400 1.076  0.12
18 C -3.936 2.699 0.987  -0.07
19 C -3.803 3.398 -0.213  -0.31
20 N -3.428 2.758 -1.316  0.13
21 C -3.209 1.459 -1.234  -0.04
22 H -2.905 0.952 -2.137  0.12
23 C -4.072 4.862 -0.317  -0.04
24 H -3.874 5.195 -1.332  0.08
25 H -5.110 5.072 -0.066  0.08
26 H -3.440 5.414 0.377  0.08
27 H -4.234 3.193 1.904  0.12
28 C -2.244 -2.729 0.899  -0.11
29 C -0.772 -2.929 1.283  -0.09
30 H -0.357 -3.756 0.708  0.12
31 H -0.685 -3.176 2.343  0.12
32 H -2.893 -3.329 1.547  0.13
33 H -2.427 -3.026 -0.136  0.12
34 H -2.196 -1.317 3.022  0.13
35 H -2.477 0.282 2.320  0.10
36 C 1.529 -1.958 1.293  -0.13
37 C 2.503 -0.783 1.195  -0.16
38 H 3.437 -1.083 1.679  0.12
39 H 2.117 0.078 1.742  0.11
40 C 2.833 -0.359 -0.242  -0.15
41 C 3.928 0.670 -0.234  -0.24
42 C 3.623 2.024 -0.192  -0.04
43 C 4.629 2.972 -0.145  -0.09
44 C 5.956 2.578 -0.136  -0.10
45 C 6.271 1.230 -0.177  -0.09
46 C 5.262 0.284 -0.223  -0.05
47 H 5.513 -0.767 -0.257  0.11
48 H 7.304 0.915 -0.173  0.10
49 H 6.743 3.317 -0.101  0.10
50 H 4.378 4.023 -0.116  0.10
51 H 2.588 2.335 -0.203  0.11
52 H 1.949 0.061 -0.718  0.10
53 H 3.152 -1.237 -0.810  0.12
54 H 1.847 -2.741 0.599  0.12
55 H 1.592 -2.369 2.304  0.12
56 H -1.377 -3.683 -2.959  0.08
57 H -2.180 -2.142 -2.626  0.05
58 H -1.453 -2.436 -4.212  0.08

SMILES	CCOC(=O)C1(CCCc2ccccc2)CCN(C(=O)c2cnc(C)cn2)CC1
orbital gap	9.5951	eV
charge	0
LUMO	0.56	eV
E_HOMO	-0.3320	hartree
energy relative to the best compared isomer or geometry (same formula, charge and spin)	188.7	kJ/mol

***

No. 2
Entry from OMol25: C23H29N5O5 in the gas phase (ωB97M-V with the def2-TZVPD basis set).

Each line ends with the Löwdin charge.
Cartesian coordinates (Å):
1 C 5.881 -0.697 1.467  -0.11
2 C 5.161 -1.180 0.215  -0.26
3 C 4.878 -0.026 -0.745  -0.19
4 H 5.816 0.468 -1.004  0.12
5 C 4.228 -0.509 -2.045  -0.14
6 N 2.954 -1.175 -1.812  0.06
7 C 1.836 -0.472 -1.415  -0.21
8 C 0.691 -1.148 -1.053  -0.08
9 C 0.591 -2.574 -1.211  -0.41
10 O -0.391 -3.256 -0.992  0.07
11 N 1.767 -3.166 -1.667  0.22
12 C 2.952 -2.555 -1.957  -0.48
13 O 3.925 -3.174 -2.324  0.08
14 H 1.740 -4.169 -1.808  0.17
15 N -0.477 -0.517 -0.536  0.05
16 C -1.120 0.449 -1.224  -0.37
17 O -0.623 0.987 -2.213  0.06
18 C -2.448 0.866 -0.741  -0.03
19 C -3.598 0.134 -0.577  -0.26
20 O -4.593 0.962 -0.228  0.01
21 N -4.127 2.236 -0.169  0.12
22 C -2.864 2.211 -0.494  -0.24
23 C -2.044 3.445 -0.609  -0.16
24 H -1.559 3.431 -1.588  0.11
25 C -0.979 3.542 0.481  -0.07
26 H -0.311 2.684 0.448  0.06
27 H -0.389 4.445 0.345  0.08
28 H -1.440 3.575 1.465  0.07
29 H -2.713 4.305 -0.556  0.12
30 C -3.912 -1.302 -0.769  0.03
31 H -4.753 -1.401 -1.453  0.10
32 H -3.053 -1.831 -1.173  0.09
33 H -4.202 -1.754 0.180  0.10
34 C -0.898 -0.955 0.793  -0.06
35 C -0.630 0.115 1.822  -0.12
36 C 0.662 0.567 2.037  -0.04
37 C 0.931 1.552 2.971  -0.09
38 C -0.109 2.089 3.706  -0.09
39 C -1.408 1.653 3.508  -0.03
40 C -1.683 0.666 2.567  -0.22
41 O -2.929 0.176 2.316  -0.10
42 C -4.033 0.762 2.965  -0.07
43 H -4.113 1.828 2.734  0.10
44 H -4.910 0.250 2.571  0.10
45 H -3.985 0.618 4.049  0.10
46 H -2.202 2.089 4.092  0.11
47 H 0.084 2.856 4.441  0.11
48 H 1.943 1.893 3.126  0.10
49 H 1.466 0.139 1.456  0.11
50 H -1.953 -1.213 0.802  0.11
51 H -0.330 -1.853 1.037  0.14
52 N 1.907 0.885 -1.336  0.19
53 H 2.697 1.321 -1.785  0.09
54 H 1.017 1.326 -1.573  0.08
55 H 4.869 -1.261 -2.512  0.12
56 H 4.097 0.313 -2.755  0.12
57 H 4.238 0.705 -0.245  0.10
58 H 5.766 -1.933 -0.292  0.11
59 H 4.219 -1.654 0.502  0.11
60 H 6.071 -1.529 2.141  0.07
61 H 5.281 0.041 1.995  0.07
62 H 6.835 -0.242 1.208  0.07

SMILES	CCCCn1c(N)c(N(Cc2ccccc2OC)C(=O)c2c(CC)noc2C)c(=O)[nH]c1=O
orbital gap	9.0845	eV
charge	0
LUMO	0.63	eV
E_HOMO	-0.3107	hartree
energy relative to the best compared isomer or geometry (same formula, charge and spin)	179.7	kJ/mol

***

No. 3
Entry from OMol25: C23H29N5O5 in the gas phase (ωB97M-V with the def2-TZVPD basis set).

Each line ends with the Löwdin charge.
Cartesian coordinates (Å):
1 C 0.633 -6.116 -0.338  -0.05
2 C -0.372 -4.867 -0.601  -0.11
3 C 0.121 -3.717 -1.400  -0.33
4 O 1.398 -3.736 -1.847  -0.03
5 N -0.495 -2.738 -1.829  0.06
6 C -0.328 -1.711 -2.348  -0.46
7 N -1.334 -1.028 -2.209  0.22
8 C -2.401 -1.566 -1.697  -0.43
9 N -1.975 -2.792 -1.314  0.21
10 N -3.567 -1.094 -1.301  0.03
11 H -4.305 -1.730 -0.616  0.27
12 C -3.937 0.250 -1.475  -0.10
13 C -3.167 1.119 -0.205  -0.06
14 C -4.061 2.183 0.366  -0.08
15 C -3.458 2.939 1.286  -0.01
16 C -2.295 2.334 2.161  -0.25
17 C -1.542 1.283 1.729  -0.29
18 C -2.164 0.524 0.624  0.05
19 H -1.850 -0.190 0.245  -0.05
20 O -0.653 0.729 2.454  -0.08
21 C 0.056 -0.322 1.799  -0.01
22 H 0.826 -0.638 2.640  0.14
23 H 0.297 -0.241 0.921  -0.03
24 H -0.620 -1.364 2.082  0.17
25 O -2.160 3.365 2.930  -0.07
26 C -0.720 3.227 3.749  0.10
27 H 0.273 3.215 2.956  0.16
28 H -0.751 2.273 4.291  0.08
29 H -0.571 3.890 4.433  -0.01
30 H -3.901 3.782 1.826  0.11
31 H -4.967 2.583 -0.223  0.12
32 H -4.890 0.503 -1.592  0.06
33 H -3.352 0.685 -2.184  0.07
34 N 0.868 -1.383 -3.005  0.14
35 H 1.555 -2.061 -2.768  0.10
36 C 0.860 0.001 -3.252  -0.22
37 C 1.283 0.934 -2.207  -0.11
38 C 2.448 0.497 -1.098  0.08
39 C 2.658 1.310 -0.148  -0.23
40 C 1.633 2.131 0.304  -0.39
41 C 0.671 2.442 -0.291  0.01
42 C 0.294 1.483 -1.483  0.02
43 H -0.522 1.769 -2.189  0.12
44 H 0.010 3.117 -0.115  0.09
45 O 1.762 3.024 1.269  -0.08
46 C 3.055 3.307 2.228  0.09
47 H 2.904 3.998 2.971  0.04
48 H 3.351 2.326 2.774  0.11
49 H 3.764 3.517 1.484  0.06
50 O 3.768 1.000 0.586  -0.09
51 C 4.732 0.250 0.150  -0.17
52 H 5.523 0.274 0.899  0.10
53 H 5.137 0.687 -0.783  0.13
54 H 4.453 -0.794 0.240  0.11
55 H 3.247 -0.041 -1.520  0.09
56 H 1.859 -0.097 -3.745  0.14
57 H 0.273 0.417 -3.939  0.09
58 H -0.754 -4.693 0.273  0.03
59 H -1.343 -5.353 -1.192  0.18
60 H 1.507 -5.762 0.445  0.14
61 H 0.238 -6.823 0.082  -0.06
62 H 1.002 -6.510 -1.281  0.07

SMILES	CCC(=O)n1nc(NCc2ccc(OC)c(OC)c2)nc1NCc1ccc(OC)c(OC)c1
orbital gap	7.7798	eV
charge	0
LUMO	0.58	eV
E_HOMO	-0.2646	hartree
energy relative to the best compared isomer or geometry (same formula, charge and spin)	2608.6	kJ/mol